No. 1
Formula: C5H14NOS
Source: the OMol25 dataset
Level of theory: ωB97M-V/def2-TZVPD

CARTESIAN COORDINATES (ANGSTROEM)
1 S -2.80085 -0.20897 -0.05869
2 O -4.83276 1.91366 1.53619
3 N 0.94382 -0.24629 -1.30810
4 C -0.26262 -0.47674 -0.43370
5 C -1.38928 0.37664 -1.05803
6 C -0.05747 -0.26796 1.06155
7 C 2.18006 -0.97375 -0.96590
8 C 3.12832 -0.27520 0.04927
9 H -1.63911 0.28258 -2.03156
10 H 1.23223 0.72846 -1.37086
11 H -1.13684 -0.29693 1.41630
12 H -4.59182 1.53905 2.35853
13 H -0.60154 -1.48081 -0.69209
14 H 1.99423 -1.95377 -0.53023
15 H 3.76969 0.54200 -0.37349
16 H 2.51789 0.29233 0.85411
17 H 2.59892 -0.94967 -1.95494
18 H 0.25910 0.73077 1.22257
19 H -4.30412 1.36070 0.98977
20 H -1.19824 1.48731 -0.81573
21 H 0.45712 -1.14441 1.53916
22 H 3.73328 -0.97901 0.56587

Atoms 1-6, force components in eV/Å:
-1.858 0.292 -0.348
-1.290 1.371 0.155
0.047 -0.583 1.006
1.193 0.752 -2.595
0.465 1.652 5.772
-2.271 -1.857 -0.221

spin multiplicity = 1
LUMO energy = 3.554 eV
max |F| = 0.1171 Eh/bohr
net charge = -1
calculated total energy = -727.0736 a.u.
Kohn-Sham gap = 6.2098 eV

No. 2
Formula: C20H18BrN2O2S
Source: the OMol25 dataset
Level of theory: ωB97M-V/def2-TZVPD

CARTESIAN COORDINATES (ANGSTROEM)
1 Br 1.50882 4.71581 0.20136
2 S 2.30702 1.56281 -1.24795
3 O 3.00040 3.01190 1.69926
4 O -1.34535 3.21708 -0.37458
5 N 1.07260 -1.34880 -1.90695
6 N 2.74383 -0.27955 0.45071
7 C -5.29313 0.27108 0.54260
8 C 0.83312 -2.38651 -2.70496
9 C 0.94303 1.97221 1.12429
10 C 0.86982 1.07105 -0.15202
11 C 4.61378 -0.84848 1.86299
12 C -4.31623 0.38843 1.51214
13 C 0.93140 -1.52712 -0.59437
14 C -2.84905 1.40083 -0.08968
15 C 0.45159 -3.64066 -2.23283
16 C 3.44982 -1.15735 1.31868
17 C 1.27441 -0.35067 0.30244
18 C -3.09215 0.95151 1.20052
19 C 0.55754 -2.73791 -0.02226
20 C -5.04967 0.71939 -0.74466
21 C 1.94956 3.11171 1.13564
22 C -1.53990 2.02648 -0.45255
23 C -0.44493 1.10086 -0.97463
24 C 3.31096 0.56739 -0.36105
25 C -3.82710 1.28365 -1.06324
26 C 0.31338 -3.82079 -0.86340
27 H -0.84052 0.09389 -1.06917
28 H 2.92982 -2.08321 1.52245
29 H -4.50910 0.04722 2.52088
30 H -5.81885 0.64006 -1.50150
31 H 1.29667 1.35284 1.94953
32 H 5.14185 -1.55825 2.48181
33 H 0.26556 -4.44822 -2.92678
34 H 0.94511 -2.21671 -3.76885
35 H -3.64569 1.64498 -2.06784
36 H 4.38707 0.61041 -0.47595
37 H -6.24907 -0.16752 0.79365
38 H 0.02091 -4.78050 -0.45970
39 H 0.80189 -0.53894 1.26640
40 H -0.03728 2.35286 1.39961
41 H 5.06976 0.12691 1.73766
42 H -2.34061 1.05277 1.97462
43 H -0.23787 1.43076 -1.99384
44 H 0.44679 -2.83368 1.05154

Atoms 1-6, force components in eV/Å:
-0.123 -0.010 -0.002
-0.210 0.049 -0.023
-0.587 0.012 -0.304
-0.065 -0.393 -0.016
0.069 -0.082 -0.080
0.302 0.143 0.071

spin multiplicity = 1
LUMO energy = -4.220 eV
max |F| = 0.0163 Eh/bohr
net charge = +1
calculated total energy = -4004.8474 a.u.
Kohn-Sham gap = 7.8502 eV

No. 3
Formula: C38H29BrN3O10PSW
Source: the OMol25 dataset
Level of theory: ωB97M-V/def2-TZVPD

CARTESIAN COORDINATES (ANGSTROEM)
1 W -0.00584 1.12556 0.01936
2 Br -6.83723 1.51861 3.03969
3 S 2.76536 0.26084 -1.91758
4 P 1.71563 -0.23231 1.51111
5 O -1.64554 -6.28869 -2.37930
6 O 1.87873 1.14003 -1.04628
7 O -1.17841 -0.07554 1.05563
8 O 1.23091 2.37739 1.00935
9 O 3.23305 3.31321 1.18544
10 O 2.56439 -1.13734 -1.65159
11 O -2.57340 -6.01877 -0.45689
12 O -0.10373 -0.35851 -1.32702
13 O -1.20239 2.38621 1.14364
14 O 4.11121 0.76193 -1.82849
15 N -1.90061 1.36961 -1.15244
16 N 0.11001 2.87428 -1.47354
17 N -1.92297 -5.61519 -1.40432
18 C 1.49596 -1.28429 4.10504
19 C -0.27287 3.19353 -3.85556
20 C 1.34950 4.51067 -2.67293
21 C -4.11835 2.35751 3.25610
22 C -0.53247 -1.61886 -1.30493
23 C -2.43743 2.17256 1.52322
24 C -3.10727 1.44584 -0.71078
25 C -1.62865 -1.31072 0.87784
26 C -0.20165 0.72970 4.97610
27 C -0.97748 2.74191 -4.99784
28 C 3.29695 -4.45684 0.67399
29 C -2.28187 1.22937 -3.61944
30 C -1.34932 -2.10235 -0.24527
31 C 2.36390 -1.89010 1.19937
32 C 3.70757 -2.09938 0.90145
33 C -1.80612 -3.43250 -0.30953
34 C 3.10271 0.94690 1.50814
35 C 2.53970 2.33036 1.20908
36 C -1.93212 1.77036 -4.87703
37 C -4.74018 1.44388 1.12604
38 C 2.16886 0.59663 -3.55037
39 C 1.95971 -4.25461 0.98394
40 C 1.10876 -0.27679 3.22336
41 C -5.07292 1.78602 2.40937
42 C 1.03735 3.80442 -1.49650
43 C -0.57335 2.60111 -2.62102
44 C -0.19762 -2.45797 -2.36109
45 C -0.64570 -3.76633 -2.40851
46 C 4.17022 -3.37931 0.64176
47 C 1.03309 -1.28335 5.41278
48 C 1.49620 -2.97736 1.25148
49 C 0.72883 4.19195 -3.84797
50 C -2.83224 2.56033 2.81563
51 C -1.62685 1.66744 -2.50666
52 C 0.25289 0.73272 3.66677
53 C -1.44959 -4.23083 -1.37230
54 C 0.18372 -0.27790 5.84880
55 C -3.42202 1.61616 0.67481
56 H -5.48560 1.03513 0.45537
57 H 1.58348 3.97572 -0.57677
58 H 2.72703 -0.02339 -4.24795
59 H -0.74480 3.16773 -5.96536
60 H -2.44985 1.41397 -5.75750
61 H 3.64547 0.97597 2.45280
62 H 1.33788 -2.07097 6.08926
63 H 1.27269 -5.09066 1.01469
64 H 2.15749 -2.07310 3.77136
65 H 0.99516 4.69012 -4.77208
66 H 2.11495 5.27206 -2.63065
67 H 3.80788 0.71417 0.70932
68 H 0.45557 -2.06919 -3.12946
69 H -2.08889 3.01206 3.45866
70 H 3.65794 -5.45396 0.45834
71 H -0.17949 -0.27970 6.86834
72 H 0.45595 -2.82782 1.50614
73 H 5.21333 -3.53118 0.39860
74 H -0.06078 1.51683 2.98891
75 H -0.37811 -4.42803 -3.21764
76 H -0.86644 1.51443 5.31368
77 H 2.33650 1.65055 -3.76346
78 H -3.06005 0.48069 -3.54194
79 H 1.10795 0.35173 -3.57615
80 H -3.92013 1.50214 -1.43551
81 H 4.39687 -1.26889 0.84161
82 H -4.40135 2.64128 4.26076
83 H -2.42288 -3.83803 0.48059
84 H -2.23679 -1.69089 1.69196

Atoms 1-6, force components in eV/Å:
0.021 -0.381 0.006
-0.008 -0.002 -0.001
-0.063 0.003 -0.176
-0.287 0.144 -0.070
0.009 0.022 0.050
0.133 -0.007 0.146

spin multiplicity = 3
LUMO energy (spin up / spin down) = -1.114 / -1.204 eV
max |F| = 0.0074 Eh/bohr
calculated total energy = -5762.8394 a.u.
Kohn-Sham gap (spin up / spin down) = 5.1773 / 7.4566 eV

No. 4
Formula: C4H8O
Source: the OMol25 dataset
Level of theory: ωB97M-V/def2-TZVPD

CARTESIAN COORDINATES (ANGSTROEM)
1 O -1.35046 1.07920 -0.05674
2 C 0.60087 -0.50288 -0.06720
3 C 1.73567 0.52328 -0.09119
4 C -0.69730 -0.08429 0.52541
5 C -1.97580 -0.16573 -0.19895
6 H 1.87923 0.90368 0.94036
7 H 2.67132 -0.00314 -0.33040
8 H 1.59058 1.40670 -0.73845
9 H -0.73352 -0.03254 1.62860
10 H 0.44253 -0.94350 -1.10648
11 H 0.89833 -1.45072 0.49561
12 H -2.98877 -0.19482 0.27234
13 H -2.07268 -0.53523 -1.27290

Atoms 1-6, force components in eV/Å:
0.824 0.099 0.032
0.376 -2.237 -1.292
0.230 -0.010 1.093
-0.879 0.955 0.367
-1.774 -0.362 -1.249
-0.042 -0.021 -0.449

spin multiplicity = 1
LUMO energy = 1.204 eV
max |F| = 0.0508 Eh/bohr
calculated total energy = -232.3887 a.u.
SMILES = CC[C@@H]1CO1
Kohn-Sham gap = 11.2820 eV

No. 5
Formula: C5H8N2
Source: the OMol25 dataset
Level of theory: ωB97M-V/def2-TZVPD

CARTESIAN COORDINATES (ANGSTROEM)
1 N -0.27353 -0.47295 -3.00145
2 N -0.52866 0.60252 0.11107
3 C -1.12687 0.61856 -1.19794
4 C -0.17228 0.47686 -2.34399
5 C 1.64192 0.22173 1.31709
6 C -0.80780 -0.58924 0.90116
7 C 0.56276 -0.31637 0.41109
8 H -1.35446 -1.40171 0.41581
9 H 0.90879 -0.95997 -0.40203
10 H 2.36643 0.81754 0.75231
11 H 2.17905 -0.59565 1.81024
12 H -1.08750 -0.40021 1.93336
13 H 1.19971 0.86208 2.08668
14 H -1.69135 -0.30692 -1.44282
15 H -1.81620 1.44374 -1.35058

Atoms 1-6, force components in eV/Å:
1.934 0.600 -1.610
-0.071 0.304 0.101
-0.966 -0.507 0.267
-0.785 -1.467 -0.335
-0.001 0.011 0.015
-0.106 -0.156 0.243

spin multiplicity = 1
LUMO energy = 0.164 eV
max |F| = 0.0503 Eh/bohr
calculated total energy = -304.7145 a.u.
SMILES = C[C@H]1CN1CC#N
Kohn-Sham gap = 9.6768 eV

No. 6
Formula: C14H16
Source: the OMol25 dataset
Level of theory: ωB97M-V/def2-TZVPD

CARTESIAN COORDINATES (ANGSTROEM)
1 C -3.12360 0.16480 -1.75244
2 C -2.63554 1.27280 -1.02957
3 C -2.43374 -0.17546 -3.04569
4 C 3.70941 0.28095 1.93210
5 C 2.86079 0.34685 0.84184
6 C 1.87474 1.48210 0.65313
7 C 4.65410 -1.74011 1.04158
8 C 2.82311 -0.69121 -0.09299
9 C -4.04593 0.72215 0.82104
10 C 3.74742 -1.70422 -0.00157
11 C -4.11567 -0.60915 -1.18435
12 C 4.59874 -0.78821 2.04529
13 C -3.10708 1.57810 0.22484
14 C -4.59260 -0.30613 0.10124
15 H 2.12399 -0.69034 -0.91782
16 H 3.67357 -2.51131 -0.71747
17 H -3.04112 -0.76284 -3.74131
18 H 2.13947 2.36507 1.22941
19 H 0.87201 1.14050 0.92529
20 H -4.69878 -1.28500 -1.79690
21 H 1.80743 1.78817 -0.38261
22 H -2.72850 2.42429 0.78678
23 H -2.06151 0.70856 -3.54728
24 H -1.56581 -0.80932 -2.82441
25 H 5.29741 -0.79930 2.87198
26 H 3.86723 1.14152 2.57614
27 H -5.28507 -1.03110 0.51172
28 H 5.32275 -2.59128 1.13718
29 H -1.85882 1.83236 -1.54030
30 H -4.34604 0.96113 1.82653

Atoms 1-6, force components in eV/Å:
0.509 0.395 0.230
0.078 -0.538 -0.720
-0.046 -0.629 -0.005
0.910 0.064 -0.444
-1.109 0.446 -0.380
0.059 -0.214 0.206

spin multiplicity = 1
LUMO energy = 0.834 eV
max |F| = 0.0264 Eh/bohr
calculated total energy = -543.0565 a.u.
SMILES = Cc1ccccc1.Cc1ccccc1
Kohn-Sham gap = 9.8404 eV